No. 1
16
Properties=species:S:1:pos:R:3:lowdin_charge:R:1 method="wB97M-V/def2-TZVPD" e_lumo_ev=0.667 charge=0 smiles="CSSCCC(=O)O"
C -1.03 3.04 1.19 -0.466
S 0.44 1.99 1.15 0.432
S 0.50 1.20 -0.71 0.479
C -0.47 -0.35 -0.58 -0.518
C 0.27 -1.43 0.19 -0.177
C 1.20 -2.37 -0.56 -0.521
O 1.85 -3.23 -0.06 0.119
O 1.16 -2.11 -1.89 0.094
H -1.55 3.03 0.23 0.027
H -1.71 2.71 1.97 0.025
H -0.73 4.06 1.39 0.020
H -0.68 -0.66 -1.60 0.069
H -1.40 -0.08 -0.08 0.067
H -0.47 -2.08 0.66 0.130
H 0.82 -1.02 1.03 0.100
H 1.77 -2.71 -2.33 0.119

No. 2
15
Properties=species:S:1:pos:R:3:lowdin_charge:R:1 method="wB97M-V/def2-TZVPD" e_lumo_ev=-1.983 charge=0
C 0.13 -1.40 -0.18 -0.271
C 0.39 -1.37 1.31 -0.288
O 0.76 -2.28 2.01 0.045
C -1.23 -1.02 -0.67 -0.631
S -1.75 0.64 -0.21 0.654
S 0.23 1.56 -1.71 0.557
C 0.71 2.44 -0.14 -0.519
H 0.89 -0.66 -0.49 0.065
H 0.65 -2.35 -0.44 0.138
H 0.17 -0.44 1.86 0.104
H -2.04 -1.62 -0.25 0.076
H -1.33 -1.10 -1.74 0.058
H 0.50 1.74 0.68 -0.024
H 0.13 3.28 0.15 0.014
H 1.79 2.56 -0.19 0.023

No. 3
63
Properties=species:S:1:pos:R:3:lowdin_charge:R:1 method="wB97M-V/def2-TZVPD" e_lumo_ev="-2.450 / -6.728" charge=+1 spin_multiplicity=3
Au 0.74 -0.81 0.61 1.007
C 1.43 -1.14 -3.91 -0.039
C 1.10 0.32 -3.53 -0.345
C 2.19 0.83 -2.59 -0.056
C -0.37 0.33 -3.12 -0.115
C -1.25 0.20 -4.19 -0.034
C -2.58 -0.13 -4.01 -0.027
C -3.04 -0.40 -2.72 -0.017
C -2.24 -0.24 -1.60 -0.123
C -2.92 -0.53 -0.27 -0.357
C -2.54 -1.94 0.21 -0.051
C -2.75 0.52 0.83 -0.055
C -0.90 0.22 -1.80 -0.177
N -0.13 0.66 -0.72 0.034
C 0.17 1.99 -0.65 -0.228
C -0.64 2.95 -1.31 0.024
C -0.36 4.29 -1.23 -0.044
C 0.73 4.75 -0.49 -0.025
C 1.55 3.84 0.16 0.016
C 1.27 2.50 0.07 -0.234
F 2.13 1.64 0.65 0.041
H 2.43 -1.20 -4.33 0.089
H 0.72 -1.53 -4.64 0.082
H 1.40 -1.78 -3.02 0.087
H 1.17 0.91 -4.45 0.140
H 2.20 0.28 -1.65 0.058
H 2.09 1.89 -2.40 0.081
H 3.16 0.67 -3.06 0.095
H -0.87 0.34 -5.20 0.129
H -3.24 -0.22 -4.85 0.119
H -4.07 -0.69 -2.59 0.123
H -3.99 -0.56 -0.50 0.128
H -1.47 -2.02 0.44 0.033
H -2.77 -2.69 -0.55 0.095
H -3.11 -2.19 1.11 0.080
H -1.83 0.38 1.38 0.033
H -3.58 0.44 1.54 0.089
H -2.76 1.53 0.42 0.080
H -1.51 2.61 -1.86 0.129
H -1.00 5.00 -1.74 0.120
H 0.93 5.81 -0.42 0.121
H 2.43 4.16 0.69 0.135
C -1.50 -2.43 3.67 -0.047
O -0.11 -2.11 3.84 -0.231
P 0.70 -1.03 3.04 0.692
O -0.07 0.31 3.45 -0.286
C 0.58 1.56 3.73 -0.063
O 2.06 -0.89 3.78 -0.224
C 3.05 -1.91 4.06 -0.027
H -1.80 -2.95 4.57 0.104
H -1.62 -3.09 2.81 0.089
H -2.10 -1.53 3.54 0.086
H -0.20 2.32 3.71 0.099
H 1.34 1.79 3.00 0.070
H 1.03 1.53 4.72 0.099
H 3.62 -1.53 4.91 0.103
H 3.70 -2.04 3.20 0.093
H 2.58 -2.85 4.32 0.098
F 3.02 -4.35 0.87 0.221
B 2.20 -3.29 0.97 -1.254
F 1.51 -3.25 2.24 0.038
F 1.19 -3.22 -0.03 0.066
F 2.89 -2.03 0.89 0.034

No. 4
12
Properties=species:S:1:pos:R:3:lowdin_charge:R:1 method="wB97M-V/def2-TZVPD" e_lumo_ev=-0.459 charge=0 smiles="C1=NCCP=C1"
C -0.15 -1.63 0.14 -0.283
N -1.10 -0.81 0.00 0.019
C -0.81 0.55 -0.36 -0.318
C 0.43 1.14 0.31 -0.436
P 1.96 0.14 -0.08 0.952
C 1.25 -1.39 -0.06 -0.411
H -0.44 -2.65 0.39 0.097
H -1.69 1.15 -0.10 0.104
H -0.69 0.59 -1.45 0.115
H 0.58 2.17 -0.01 0.059
H 0.30 1.15 1.40 0.073
H 1.89 -2.25 -0.22 0.028

No. 5
30
Properties=species:S:1:pos:R:3:lowdin_charge:R:1 method="wB97M-V/def2-TZVPD" e_lumo_ev="-3.024 / -10.156" charge=+1 spin_multiplicity=2
C -2.22 -1.87 2.47 -0.087
O -3.42 -1.33 1.85 -0.046
H -1.51 -2.44 1.88 0.085
H -1.69 -1.07 3.00 0.086
H -2.50 -2.62 3.21 0.097
H -3.84 -0.66 2.40 0.089
C 0.96 -3.11 -2.51 -0.163
O 0.52 -2.76 -3.81 -0.112
H 1.82 -3.76 -2.66 0.081
H 1.41 -2.26 -2.00 0.058
H 0.21 -3.71 -1.99 0.081
H 1.01 -3.36 -4.39 0.076
C -2.64 1.90 0.28 0.005
O -1.52 1.99 1.13 0.183
H -3.48 1.31 0.66 0.142
H -3.11 2.88 0.20 0.124
H -2.33 1.71 -0.74 0.134
H -0.97 1.22 0.94 0.078
C 1.09 0.56 -0.24 -0.159
O -0.07 -0.23 -0.11 -0.125
H 1.62 0.61 0.71 0.084
H 1.80 0.00 -0.85 0.078
H 1.02 1.56 -0.67 0.094
H 0.06 -1.18 -0.14 0.089
O 4.20 1.48 -0.83 -0.041
H 4.91 0.84 -0.71 0.042
H 4.07 1.85 0.05 0.027
O 1.64 4.36 0.65 -0.038
H 1.84 3.44 0.81 0.003
H 1.14 4.64 1.41 0.035

No. 6
13
Properties=species:S:1:pos:R:3:lowdin_charge:R:1 method="wB97M-V/def2-TZVPD" e_lumo_ev=0.284 charge=0
N 0.83 -1.60 0.07 0.128
C 0.42 -0.27 -0.24 -0.616
C -1.07 0.00 -0.42 -0.013
C -1.43 1.03 0.34 -0.104
C -0.29 1.51 1.22 -0.039
O 1.14 0.10 -1.39 0.020
N 0.68 0.68 0.86 0.017
H 0.22 -2.32 -0.28 0.088
H 1.16 -1.76 1.00 0.085
H -1.67 -0.58 -1.12 0.114
H -2.41 1.49 0.36 0.083
H 0.80 0.95 -1.68 0.106
H 1.62 0.78 1.23 0.132

No. 7
86
Properties=species:S:1:pos:R:3:lowdin_charge:R:1 method="wB97M-V/def2-TZVPD" e_lumo_ev=-4.241 charge=+1
C 3.13 -1.08 1.49 -0.114
C 3.80 -0.11 0.46 -0.259
C 2.83 0.96 -0.10 -0.211
C 1.58 0.34 -0.82 -0.194
C 0.23 0.79 -0.18 -0.209
C -0.57 1.76 -1.09 -0.190
C -1.69 2.41 -0.21 -0.196
C -3.06 2.56 -0.92 -0.201
C -3.88 1.24 -1.12 -0.210
C -4.25 0.53 0.20 -0.196
C -5.05 -0.80 -0.03 -0.204
C -4.76 -1.90 1.03 -0.198
C -3.40 -2.63 0.83 -0.244
C -3.45 -3.54 -0.46 -0.320
P -1.75 -4.12 -0.84 1.100
C -0.76 -2.65 -1.32 -0.272
C -0.07 -2.77 -2.70 -0.299
O 0.43 -3.75 -3.13 0.085
H 3.92 -1.42 2.18 0.063
H 2.41 -0.49 2.08 0.080
H 2.64 -1.92 0.98 0.058
H 4.66 0.39 0.93 0.105
H 4.23 -0.73 -0.36 0.108
H 2.55 1.70 0.67 0.111
H 3.39 1.52 -0.88 0.105
H 1.73 -0.76 -0.81 0.077
H 1.59 0.64 -1.88 0.104
H -0.37 -0.13 -0.02 0.073
H 0.38 1.28 0.79 0.109
H -0.97 1.28 -2.00 0.107
H 0.12 2.57 -1.39 0.108
H -1.85 1.75 0.67 0.087
H -1.37 3.40 0.14 0.116
H -3.69 3.21 -0.28 0.113
H -2.98 3.08 -1.90 0.099
H -4.84 1.56 -1.57 0.117
H -3.42 0.54 -1.85 0.100
H -4.92 1.19 0.78 0.122
H -3.36 0.27 0.80 0.091
H -4.93 -1.20 -1.06 0.094
H -6.13 -0.56 0.06 0.116
H -4.83 -1.41 2.02 0.125
H -5.55 -2.68 0.94 0.116
H -2.56 -1.92 0.83 0.095
H -3.30 -3.33 1.68 0.116
H -4.13 -4.37 -0.24 0.104
H -3.77 -2.90 -1.29 0.086
H -1.21 -4.63 0.37 0.052
H -1.70 -5.18 -1.78 0.048
H -1.40 -1.75 -1.32 0.087
H 0.01 -2.47 -0.55 0.097
H -0.01 -1.83 -3.30 0.143
C 1.24 -2.21 7.88 -0.119
O 2.13 -1.62 6.94 -0.310
P 2.47 -2.50 5.54 0.692
O 1.08 -3.05 5.31 -0.281
O 3.43 -3.55 6.35 -0.240
C 4.34 -3.07 7.36 -0.098
O 3.16 -2.97 4.09 -0.303
C 2.62 -4.06 3.36 -0.138
H 1.38 -1.67 8.83 0.097
H 0.21 -2.08 7.56 0.085
H 1.46 -3.26 8.04 0.090
H 3.94 -3.32 8.35 0.087
H 4.49 -1.99 7.30 0.084
H 5.30 -3.56 7.23 0.090
H 1.65 -3.79 2.94 0.072
H 2.53 -4.94 4.00 0.093
H 3.29 -4.27 2.53 0.090
C 2.80 3.28 -5.14 -0.131
O 2.41 4.39 -4.33 -0.328
P 0.76 4.82 -4.33 0.739
O 0.29 3.38 -4.35 -0.295
O 0.92 5.46 -5.83 -0.239
C 2.03 6.32 -6.14 -0.096
O -0.79 5.46 -4.23 -0.292
C -1.90 4.69 -4.69 -0.128
H 3.88 3.34 -5.27 0.095
H 2.56 2.35 -4.64 0.076
H 2.32 3.32 -6.12 0.090
H 2.74 5.78 -6.75 0.088
H 2.53 6.69 -5.24 0.085
H 1.66 7.18 -6.70 0.091
H -2.09 3.85 -4.03 0.063
H -1.73 4.36 -5.71 0.094
H -2.77 5.34 -4.66 0.094

No. 8
54
Properties=species:S:1:pos:R:3:lowdin_charge:R:1 method="wB97M-V/def2-TZVPD" e_lumo_ev=-2.114 charge=+1 smiles="O=C(CC[NH+]1CCN(C/C=C/c2ccccc2)CC1)Nc1ccccc1F"
O -0.99 -2.28 -1.84 0.054
C -1.46 -2.37 -0.71 -0.413
C -1.23 -1.27 0.32 -0.053
C -1.04 0.10 -0.35 -0.093
N -0.01 0.05 -1.40 -0.127
C -0.13 1.13 -2.40 -0.085
C 0.88 0.88 -3.54 -0.139
N 2.24 0.75 -3.09 -0.173
C 3.02 1.97 -2.95 -0.166
C 2.51 2.97 -1.95 -0.093
C 2.99 3.07 -0.71 -0.074
C 2.52 3.97 0.34 -0.232
C 1.39 4.78 0.21 -0.041
C 1.00 5.62 1.23 -0.077
C 1.72 5.66 2.41 -0.078
C 2.84 4.86 2.56 -0.074
C 3.24 4.02 1.54 -0.039
C 2.35 -0.23 -2.04 -0.135
C 1.37 0.01 -0.88 -0.081
N -2.19 -3.42 -0.36 0.162
C -2.77 -3.76 0.88 -0.180
C -4.11 -4.12 0.94 -0.005
C -4.69 -4.49 2.14 -0.065
C -3.94 -4.50 3.31 -0.057
C -2.60 -4.16 3.27 0.010
C -2.03 -3.80 2.06 -0.213
F -0.71 -3.49 2.02 0.071
H -2.08 -1.22 1.00 0.138
H -0.35 -1.53 0.91 0.120
H -0.78 0.85 0.39 0.147
H -1.98 0.40 -0.82 0.143
H -0.21 -0.89 -1.88 0.124
H -1.14 1.14 -2.80 0.140
H 0.08 2.08 -1.90 0.124
H 0.81 1.70 -4.26 0.137
H 0.60 -0.05 -4.05 0.135
H 4.04 1.67 -2.69 0.126
H 3.05 2.44 -3.94 0.126
H 1.71 3.61 -2.29 0.104
H 3.82 2.44 -0.42 0.119
H 0.82 4.77 -0.71 0.101
H 0.13 6.24 1.11 0.106
H 1.41 6.32 3.21 0.107
H 3.41 4.89 3.48 0.108
H 4.11 3.40 1.66 0.111
H 3.37 -0.24 -1.66 0.135
H 2.13 -1.21 -2.48 0.135
H 1.47 -0.80 -0.15 0.136
H 1.59 0.97 -0.39 0.122
H -2.37 -4.08 -1.12 0.178
H -4.70 -4.12 0.03 0.122
H -5.73 -4.77 2.17 0.112
H -4.39 -4.79 4.24 0.115
H -1.98 -4.18 4.15 0.127

No. 9
69
Properties=species:S:1:pos:R:3:lowdin_charge:R:1 method="wB97M-V/def2-TZVPD" e_lumo_ev=-0.725 charge=0
Ti -0.45 -0.81 0.40 1.125
O 1.28 -1.21 1.05 -0.253
C 1.85 -1.94 2.02 -0.284
C 3.24 -2.09 2.09 -0.007
C 3.86 -2.82 3.10 -0.045
C 3.03 -3.36 4.12 -0.065
C 1.65 -3.19 4.03 -0.046
C 1.03 -2.52 3.00 -0.143
C -0.40 -2.42 3.06 -0.062
N -1.19 -1.95 2.20 -0.014
C -2.63 -1.90 2.49 -0.137
C -3.29 -1.01 1.42 -0.165
N -2.53 -1.20 0.20 -0.061
C -3.11 -1.78 -0.78 -0.028
C -2.45 -2.04 -2.04 -0.126
C -3.27 -2.22 -3.15 -0.030
C -2.75 -2.45 -4.40 -0.074
C -1.36 -2.52 -4.49 -0.045
C -0.53 -2.44 -3.37 0.013
C -1.05 -2.18 -2.10 -0.327
O -0.29 -2.03 -1.04 -0.165
H 3.84 -1.63 1.31 0.114
H 4.97 -2.98 3.15 0.121
H 3.48 -3.87 4.96 0.095
H 1.07 -3.59 4.82 0.101
H -0.81 -2.76 4.03 0.149
H -2.82 -1.57 3.49 0.121
H -3.04 -2.90 2.39 0.127
H -3.26 0.06 1.64 0.116
H -4.30 -1.35 1.31 0.111
H -4.14 -2.06 -0.60 0.140
H -4.31 -2.08 -3.06 0.102
H -3.35 -2.63 -5.24 0.089
H -0.91 -2.71 -5.46 0.107
H 0.52 -2.55 -3.58 0.118
Br 2.44 -0.02 -1.41 0.885
C 1.22 0.42 -2.78 -0.606
C 1.72 0.45 -4.03 -0.154
C 0.98 0.97 -5.12 -0.071
C -0.28 1.42 -4.87 -0.046
C -0.83 1.41 -3.56 -0.159
C -2.03 2.14 -3.31 -0.040
C -2.60 2.13 -2.08 -0.067
C -1.96 1.44 -1.01 -0.107
C -0.76 0.75 -1.20 -0.133
C -0.12 0.83 -2.49 -0.207
H 2.73 0.13 -4.17 0.084
H 1.42 1.01 -6.14 0.116
H -0.79 1.90 -5.70 0.113
H -2.47 2.73 -4.07 0.101
H -3.50 2.70 -1.96 0.098
H -2.42 1.42 -0.02 0.086
F 4.58 2.19 3.32 0.113
C 3.61 2.98 2.90 -0.198
C 2.52 2.46 2.37 0.072
N 1.48 3.22 1.87 0.011
C 0.39 2.58 1.22 -0.060
C -0.38 1.69 2.15 -0.586
O -0.47 1.91 3.31 0.133
O -0.87 0.61 1.61 -0.174
C 1.52 4.59 1.91 -0.463
O 0.69 5.29 1.39 0.103
N 2.59 5.12 2.63 0.222
C 3.73 4.44 3.02 -0.417
O 4.72 4.99 3.38 0.121
H 2.38 1.41 2.17 0.146
H 0.76 1.96 0.43 0.094
H -0.33 3.28 0.79 0.154
H 2.75 6.11 2.47 0.164

No. 10
32
Properties=species:S:1:pos:R:3:lowdin_charge:R:1 method="wB97M-V/def2-TZVPD" e_lumo_ev=-1.126 charge=0
O 1.44 -0.58 -0.83 -0.120
C 1.69 -0.44 -2.17 -0.641
I 3.37 0.76 -2.91 0.808
C 0.58 -1.22 -3.15 -0.208
O -0.73 -1.05 -2.43 -0.395
S -1.95 -1.90 -3.32 1.088
O -2.65 -0.86 -4.26 -0.423
O -3.01 -2.48 -2.11 -0.241
C -4.36 -1.92 -2.22 -0.307
O -5.36 -2.81 -2.49 0.018
N -4.76 -0.47 -2.03 0.144
C -6.02 -0.14 -2.84 -0.163
O -7.20 0.17 -2.29 0.055
F -5.91 -0.16 -4.35 -0.012
H 0.88 -2.36 -3.20 0.148
H 0.48 -0.72 -4.21 0.135
H -4.00 0.19 -2.28 0.134
C 2.33 -0.02 3.82 -0.226
C 1.30 1.09 3.62 -0.221
C 2.06 2.36 3.23 -0.229
S 3.55 1.81 2.41 0.666
O 4.69 2.19 3.23 -0.324
O 3.47 2.13 1.00 -0.346
C 3.26 0.06 2.63 -0.234
H 1.85 -1.00 3.89 0.118
H 2.88 0.16 4.75 0.121
H 0.61 0.81 2.81 0.119
H 0.69 1.25 4.52 0.116
H 1.48 2.98 2.54 0.106
H 2.34 2.94 4.11 0.107
H 4.21 -0.45 2.79 0.111
H 2.78 -0.31 1.72 0.097

No. 11
13
Properties=species:S:1:pos:R:3:lowdin_charge:R:1 method="wB97M-V/def2-TZVPD" e_lumo_ev=0.685 charge=0
H -3.31 -0.92 0.65 0.052
N -3.25 0.08 0.29 0.036
C -2.06 0.34 -0.13 -0.404
N -1.03 -0.57 -0.38 0.048
C 0.20 -0.17 -0.08 -0.396
N 1.16 -1.09 0.06 0.104
C 2.41 -0.40 0.06 -0.157
N 2.20 0.88 0.03 0.025
N 0.81 1.13 0.03 0.093
H -1.93 1.47 -0.56 0.132
H 0.80 -1.96 -0.35 0.168
H 3.42 -0.88 0.48 0.167
H 0.58 2.09 -0.10 0.132

No. 12
38
Properties=species:S:1:pos:R:3:lowdin_charge:R:1 method="wB97M-V/def2-TZVPD" e_lumo_ev=-1.267 charge=0
C -4.54 -3.24 0.12 -0.089
C -3.71 -3.21 1.35 -0.264
O -2.58 -2.35 1.23 0.018
C -1.86 -2.10 2.34 -0.458
O -2.30 -2.19 3.49 0.131
C -0.58 -1.65 2.04 -0.104
C -0.57 -0.54 1.24 0.046
N 0.63 -0.01 0.82 0.012
N 0.71 1.23 0.26 0.116
C 1.80 1.86 -0.10 -0.238
C 3.18 1.21 0.02 -0.182
N 3.54 0.66 -1.25 0.057
O 3.87 -0.53 -1.30 0.053
C 4.03 2.36 0.43 -0.346
O 4.98 2.09 1.15 0.124
N 3.92 3.66 -0.14 0.039
C 4.37 4.88 0.62 0.017
C 2.86 3.84 -1.02 -0.382
O 2.87 4.85 -1.74 0.087
N 1.71 3.02 -0.80 0.009
C 0.39 3.64 -0.95 -0.011
N 0.64 -2.40 2.19 -0.375
O 0.59 -3.53 1.87 0.158
O 1.58 -1.82 2.66 0.098
H -3.93 -3.13 -0.81 0.098
H -5.20 -2.38 0.29 0.071
H -5.22 -4.16 0.07 0.110
H -4.35 -3.03 2.25 0.142
H -3.40 -4.24 1.40 0.115
H -1.49 -0.02 0.98 0.157
H 1.52 -0.40 1.08 0.113
H 3.18 0.57 0.86 0.134
H 4.06 5.87 0.26 0.095
H 3.94 4.85 1.65 0.113
H 5.42 5.00 0.63 0.072
H 0.43 4.49 -1.63 0.096
H -0.03 3.98 -0.02 0.088
H -0.33 2.99 -1.40 0.078